#P
The following is a DFT calculation (ωB97M-V/def2-TZVPD) of one molecule with the formula C4H5NOS.

Each line ends with the Mulliken charge.
Cartesian coordinates (Å):
1 H -1.25159 -2.96651 0.61055  0.266
2 N -1.97105 -2.37498 0.15380  -0.532
3 C -1.78182 -1.16896 -0.08891  0.066
4 O -0.55055 -0.56461 -0.06616  -0.260
5 C 0.02234 0.70569 0.14322  -0.005
6 C 1.30760 0.90554 0.06765  -0.364
7 C 2.24298 -0.24084 -0.05268  -0.107
8 S 1.79140 -1.79504 -0.08710  -0.254
9 H -2.71541 -0.68268 -0.40323  0.342
10 H -0.63890 1.58958 0.27676  0.305
11 H 1.68214 1.96710 0.12417  0.274
12 H 3.31693 -0.01164 -0.30437  0.268

Gap between HOMO and LUMO in eV: 7.6
HOMO level in eV: -8.176
LUMO in eV: -0.608

#Q
The following is a DFT calculation (ωB97M-V/def2-TZVPD) of one molecule with the formula C4H5NOS.

Each line ends with the Mulliken charge.
Cartesian coordinates (Å):
1 C 2.28413 -0.79955 -0.61948  -0.098
2 C 1.33770 -0.27177 -0.17517  -0.589
3 C 0.62803 0.82990 0.52924  -0.184
4 C -0.69406 1.05262 -0.18058  0.608
5 O -1.19411 2.11825 -0.55948  -0.599
6 N -1.58977 -0.02630 -0.22472  -0.299
7 S -1.30305 -1.74364 -0.17496  -0.144
8 H 3.01401 -1.68533 -0.87820  0.319
9 H 0.37925 0.26892 1.40655  0.258
10 H 1.28738 1.81246 0.81927  0.270
11 H -2.14889 0.32309 -0.98837  0.294
12 H -2.00060 -1.87865 1.04591  0.163

Gap between HOMO and LUMO in eV: 10.2
HOMO level in eV: -9.624
LUMO in eV: 0.570

#R
The following is a DFT calculation (ωB97M-V/def2-TZVPD) of one molecule with the formula C4H5NOS.

Each line ends with the Mulliken charge.
Cartesian coordinates (Å):
1 O -0.56041 -1.86499 0.74708  -0.509
2 C -0.25042 -0.60290 0.30821  0.114
3 N -0.86693 0.53596 0.78401  -0.023
4 C -0.32728 1.62828 0.13428  -0.668
5 C 0.61774 1.17083 -0.74074  -0.354
6 C 0.67133 -0.24807 -0.61745  0.338
7 S 1.72822 -1.33495 -1.53339  -0.273
8 H -1.26364 -1.83057 1.40506  0.295
9 H -1.61901 0.58013 1.47172  0.192
10 H -0.64233 2.63301 0.36802  0.369
11 H 1.25193 1.77635 -1.38320  0.387
12 H 1.26080 -2.44306 -0.94360  0.133

Gap between HOMO and LUMO in eV: 8.0
HOMO level in eV: -7.522
LUMO in eV: 0.430

#S
The following is a DFT calculation (ωB97M-V/def2-TZVPD) of one molecule with the formula C4H5NOS.

Each line ends with the Mulliken charge.
Cartesian coordinates (Å):
1 C 0.44257 -0.77693 0.13340  -0.644
2 C -0.49705 -1.73957 0.16886  0.109
3 C -1.20813 0.89803 0.18415  -0.068
4 C 0.00388 0.44298 -0.54344  -0.481
5 N -2.31495 0.23955 0.08972  0.064
6 O -1.61984 -1.44576 -0.43128  -0.552
7 S -3.84736 0.21813 0.02640  -0.111
8 H 1.32682 -0.73861 0.65115  0.433
9 H -0.35059 -2.76332 0.76602  0.275
10 H -1.12365 1.81480 0.71310  0.410
11 H 0.65380 1.29898 -0.53448  0.359
12 H -0.22061 0.16515 -1.51537  0.206

Gap between HOMO and LUMO (alpha / beta) in eV: 7.1 / 7.1
HOMO level (alpha / beta) in eV: -8.194 / -8.194
LUMO (alpha / beta) in eV: -1.091 / -1.091

#R ends up most stable, edging out the next structure by 2.498 eV.

#P
The following is a DFT calculation (ωB97M-V/def2-TZVPD) of one molecule with the formula C4H5NOS.

Each line ends with the Mulliken charge.
Cartesian coordinates (Å):
1 H 2.82657 -2.25406 0.49985  0.257
2 N 2.34559 -1.43486 0.67126  -0.568
3 C 1.44831 -1.07717 -0.14743  0.186
4 C 0.68561 0.20064 -0.01425  0.034
5 S 1.14197 1.66561 -0.13580  -0.374
6 C -1.09363 -0.00797 -0.32814  0.704
7 C -1.70444 1.15229 0.24462  -0.941
8 O -1.35017 -0.96579 -0.95086  -0.462
9 H 1.17154 -1.52908 -1.13227  0.315
10 H -2.60621 1.50064 -0.29056  0.325
11 H -2.05240 0.83816 1.19788  0.307
12 H -0.81274 1.91159 0.38570  0.216

Gap between HOMO and LUMO in eV: 7.7
HOMO level in eV: -8.338
LUMO in eV: -0.651

#Q
The following is a DFT calculation (ωB97M-V/def2-TZVPD) of one molecule with the formula C4H5NOS.

Each line ends with the Mulliken charge.
Cartesian coordinates (Å):
1 H -0.59638 2.00092 0.50622  0.279
2 N 0.32061 2.38576 0.22814  -0.573
3 C 1.36327 1.69319 0.31242  0.070
4 S 1.55254 -0.06292 0.66492  -0.088
5 C -0.12509 -0.74533 0.94488  -0.545
6 C -1.03511 -1.09700 0.07443  -0.220
7 C -0.69508 -1.06473 -1.39767  0.188
8 O 0.33354 -0.66792 -1.84973  -0.414
9 H 2.38525 2.13200 0.18642  0.317
10 H -0.19469 -1.11209 1.98161  0.357
11 H -1.88702 -1.63388 0.32639  0.415
12 H -1.42182 -1.82801 -1.97802  0.214

Gap between HOMO and LUMO in eV: 8.5
HOMO level in eV: -8.956
LUMO in eV: -0.412

#R
The following is a DFT calculation (ωB97M-V/def2-TZVPD) of one molecule with the formula C4H5NOS.

Each line ends with the Mulliken charge.
Cartesian coordinates (Å):
1 O -1.66749 -0.24547 1.39548  -0.525
2 C -1.38823 0.33482 0.08837  -0.284
3 C -0.02363 0.97030 0.10691  -0.706
4 C 1.11945 0.35050 -0.02184  0.037
5 C 1.37496 -0.90846 -0.63830  0.035
6 N 0.46344 -1.55786 -1.28606  -0.447
7 S -1.03404 -1.00043 -1.51696  0.031
8 H -0.82643 -0.31326 1.95177  0.393
9 H -2.24218 0.73579 -0.41235  0.413
10 H -0.09602 1.92730 0.46414  0.424
11 H 1.99508 1.00722 0.19519  0.270
12 H 2.32511 -1.30044 -0.32635  0.359

Gap between HOMO and LUMO in eV: 8.7
HOMO level in eV: -8.584
LUMO in eV: 0.085

#Q ends up most stable, edging out the next structure by 0.235 eV.

#P
The following is a DFT calculation (ωB97M-V/def2-TZVPD) of one molecule with the formula C4H5NOS.

Each line ends with the Mulliken charge.
Cartesian coordinates (Å):
1 N -1.78896 1.78189 -1.30405  -0.430
2 C -1.74393 0.77993 -0.71622  0.279
3 C -1.46681 -0.49565 -0.04000  -0.435
4 S -0.48116 -0.37955 1.42487  -0.071
5 C 0.91374 0.43979 0.74422  -0.712
6 C 1.68829 -0.45232 -0.24671  0.047
7 O 1.33698 -1.57829 -0.51943  -0.473
8 H -0.89250 -1.13357 -0.76441  0.260
9 H -2.37543 -1.02441 0.20733  0.352
10 H 0.70339 1.37272 0.27585  0.388
11 H 1.56609 0.71773 1.58375  0.350
12 H 2.54031 -0.02827 -0.64519  0.444

Gap between HOMO and LUMO in eV: 10.1
HOMO level in eV: -9.468
LUMO in eV: 0.626

#Q
The following is a DFT calculation (ωB97M-V/def2-TZVPD) of one molecule with the formula C4H5NOS.

Each line ends with the Mulliken charge.
Cartesian coordinates (Å):
1 C 1.39452 1.98304 -1.08738  -0.097
2 C 1.18591 1.00343 -0.37916  -0.227
3 C 0.75402 0.04367 0.59787  -0.450
4 N -0.42956 -0.48146 0.15379  0.171
5 O -0.07381 -1.28522 -0.91977  -0.418
6 C -1.79350 -0.46821 0.43699  -0.127
7 S -2.68378 0.28755 1.49738  -0.326
8 H 1.50200 2.57337 -2.08639  0.310
9 H 0.66480 0.70061 1.64995  0.297
10 H 1.30828 -0.97480 0.76328  0.212
11 H 0.47265 -2.11164 -0.58232  0.338
12 H -2.30153 -1.27034 -0.04423  0.317

Gap between HOMO and LUMO in eV: 8.9
HOMO level in eV: -8.681
LUMO in eV: 0.236

#P ends up most stable, edging out the next structure by 4.718 eV.